[1]
35
Properties=species:S:1:pos:R:3:forces:R:3 method="wB97M-V/def2-TZVPD" smiles="CCCS(=O)(=O)C/C(N)=N/OC(=O)c1ccccc1Cl" gap_ev=8.881 de_lowest_kj_mol=690.7 max_force_ev_per_a=13.0
Cl 5.145 2.284 0.579 -0.838 -1.178 -0.150
S -3.362 0.940 -0.391 -1.043 2.040 4.926
O 2.273 1.806 1.439 0.964 -3.903 -6.316
O -4.657 1.596 -0.160 1.729 -1.022 -0.459
O -3.217 -0.060 -1.374 0.277 -0.941 -2.840
O 1.278 0.861 -0.324 -1.467 -4.554 -8.577
N 0.117 1.342 -0.143 -8.301 6.161 3.894
N -0.705 1.115 -2.192 -1.800 -3.770 -6.054
C -2.747 -0.050 1.120 -2.038 7.921 3.449
C -3.134 -1.363 1.252 -2.246 -4.156 0.234
C -2.134 2.421 -0.571 0.196 -6.599 -5.714
C 3.474 -0.039 0.092 -4.305 9.253 2.131
C 2.308 1.011 0.306 3.363 3.898 11.952
C 4.648 0.648 0.240 5.290 -4.339 -3.340
C -0.915 1.620 -1.036 7.023 -0.664 6.726
C 5.479 -1.568 -0.509 7.881 -2.524 -4.211
C 5.748 -0.320 -0.344 0.453 9.378 6.205
C -4.654 -1.468 1.428 0.935 -0.290 -5.141
C 3.132 -1.242 -0.265 2.684 -4.853 -2.956
C 4.299 -1.947 -0.737 -10.595 -6.161 0.838
H -1.585 0.643 -2.509 0.677 0.933 -0.522
H -0.036 0.307 -2.218 -0.317 1.517 0.270
H -4.840 -2.525 1.306 -0.854 -0.214 -0.093
H -1.783 0.127 1.452 2.447 0.730 -0.708
H 2.154 -1.708 -0.373 0.168 0.677 0.170
H -2.697 -1.797 2.150 0.608 -0.123 -0.196
H -4.999 -0.863 0.473 -0.310 -1.535 1.985
H 4.054 -3.047 -0.973 0.707 1.704 -0.145
H 6.750 0.088 -0.045 -0.631 -0.568 -1.251
H -1.965 2.930 0.260 0.299 2.478 3.496
H -2.485 2.789 -1.544 -0.307 1.000 0.799
H -3.287 0.606 2.129 1.109 -1.541 -2.980
H 6.311 -2.117 -1.123 -1.166 0.353 1.926
H -5.125 -1.097 2.265 -0.500 1.050 2.033
H -2.845 -1.923 0.339 -0.089 -0.159 0.618

---

[2]
37
Properties=species:S:1:pos:R:3:forces:R:3 method="wB97M-V/def2-TZVPD" total_charge=+1 spin_multiplicity=4 s2=3.88 gap_ev="5.712 / 5.690" de_lowest_kj_mol=0.0 max_force_ev_per_a=0.4
Te -2.328 3.726 -0.826 -0.032 -0.045 -0.018
Te -3.023 2.021 -2.777 0.067 -0.023 0.055
Se -1.739 1.823 0.720 0.001 0.043 0.015
Se -0.728 0.992 -2.847 0.044 0.141 -0.230
Cr -0.073 0.474 -0.531 -0.127 -0.244 0.294
S 2.155 -0.235 -1.544 -0.032 0.073 -0.079
O 0.796 0.094 1.354 0.007 -0.023 0.090
N 3.342 2.178 -1.745 0.019 -0.146 -0.040
N 1.312 2.049 -0.642 -0.091 -0.194 -0.054
N -0.941 -1.508 -0.514 -0.023 0.109 -0.044
C -2.165 -3.372 0.329 0.008 0.009 0.028
C 0.947 -1.237 1.914 0.044 0.132 -0.063
C -0.297 -1.686 2.646 -0.027 -0.021 0.068
C -1.601 -1.489 1.862 -0.021 -0.013 -0.025
C 1.357 3.335 -0.389 0.123 0.128 -0.019
C 3.412 3.510 -1.521 0.127 0.053 -0.061
C -1.579 -2.125 0.504 0.087 -0.008 -0.009
C -0.845 -2.159 -1.690 -0.033 0.003 0.052
C -1.389 -3.404 -1.917 0.012 -0.003 -0.005
C -2.081 -4.018 -0.888 -0.032 -0.048 -0.010
C 2.430 4.134 -0.819 -0.140 -0.056 0.072
C 2.305 1.416 -1.307 0.067 0.176 0.017
H 0.492 0.722 2.027 -0.030 -0.046 -0.020
H -1.279 -3.863 -2.888 -0.007 -0.002 0.011
H 1.816 -1.231 2.571 0.009 -0.006 0.020
H 2.464 5.193 -0.620 0.002 -0.008 -0.004
H -0.161 -2.739 2.905 -0.013 0.001 -0.008
H 0.518 3.737 0.164 -0.028 0.023 -0.006
H 4.068 1.712 -2.274 0.011 0.001 0.001
H -0.330 -1.639 -2.482 0.001 0.008 -0.017
H 1.176 -1.867 1.057 -0.017 -0.030 -0.007
H 4.278 4.014 -1.925 -0.013 -0.001 0.012
H -2.418 -1.924 2.436 0.007 -0.005 0.007
H -1.835 -0.430 1.770 0.006 0.032 -0.009
H -0.382 -1.145 3.593 0.003 -0.006 -0.003
H -2.687 -3.821 1.163 0.008 -0.008 -0.013
H -2.545 -4.986 -1.030 0.013 0.007 0.002

---

[3]
37
Properties=species:S:1:pos:R:3:forces:R:3 method="wB97M-V/def2-TZVPD" total_charge=-1 gap_ev=6.491 max_force_ev_per_a=8.9
S -2.090 1.273 0.939 5.203 3.821 6.173
F 0.150 0.152 2.902 -1.309 0.295 -0.340
F -1.886 -0.541 3.181 0.283 0.646 -0.050
F -1.339 1.485 3.765 0.081 -0.364 -0.454
O -3.940 -0.159 0.545 0.739 -1.505 -2.784
O -1.059 -1.876 0.954 -0.388 0.925 0.073
O -0.436 -1.727 -1.167 -0.123 -0.434 -0.349
O 0.903 3.674 1.479 0.645 -0.132 0.055
O 2.475 -0.500 0.417 0.610 0.204 0.205
N 1.506 1.477 1.056 -3.016 -0.466 -0.711
C 0.265 -3.868 -2.344 -0.182 1.046 0.115
C -0.177 -3.166 -1.054 0.000 0.174 0.080
C -0.491 0.794 -1.384 -0.578 1.442 0.051
C -0.953 -1.183 -0.024 -0.197 -0.143 0.550
C 1.743 2.788 1.335 -0.137 -2.075 -0.437
C 3.233 2.895 1.403 0.998 0.484 0.147
C 2.555 0.656 0.837 -1.621 1.664 0.284
C 3.754 1.483 1.176 1.077 -0.183 -0.155
C -3.093 0.255 -0.296 -2.680 -1.961 -0.078
C -1.127 0.511 2.858 -0.627 0.502 -0.570
C -3.513 0.551 -1.696 -0.935 0.338 0.378
C -1.363 0.346 -0.220 0.151 -4.665 -2.183
H 0.616 -3.336 -0.315 -0.357 0.296 0.039
H 0.411 -4.892 -2.051 0.028 -0.587 0.024
H -3.179 1.529 -2.026 0.223 0.071 -0.153
H -0.719 0.326 -2.324 -0.484 -0.368 -0.266
H 3.520 3.323 2.350 0.254 0.182 0.411
H 4.451 1.385 0.359 0.565 0.165 -0.284
H -0.463 -3.837 -3.152 -0.202 0.070 0.049
H -0.516 1.862 -1.538 -0.260 0.490 0.139
H 0.527 0.571 -1.185 0.854 -0.314 0.489
H 4.219 1.055 2.046 0.379 -0.146 0.496
H -1.109 -3.622 -0.696 0.299 0.031 0.049
H -3.054 -0.229 -2.278 0.163 -0.187 -0.639
H 1.213 -3.514 -2.744 0.050 0.223 0.149
H 3.573 3.569 0.635 0.237 0.442 -0.362
H -4.607 0.492 -1.744 0.258 0.019 -0.141

---

[4]
45
Properties=species:S:1:pos:R:3:forces:R:3 method="wB97M-V/def2-TZVPD" smiles="NC(=O)OC(=O)C(F)(F)C(F)(F)C(F)(F)C(=O)O.COC(=O)OC.COC(=O)OC" gap_ev=10.429 max_force_ev_per_a=0.9
F -1.454 0.424 4.691 0.290 -0.412 -0.098
F -2.728 -1.219 3.304 0.469 -0.143 0.007
F -0.747 0.489 1.936 0.242 0.083 0.437
F -1.593 -2.504 4.686 -0.160 0.438 -0.363
F 0.404 1.577 3.466 -0.140 -0.440 -0.110
F 0.280 -0.878 5.015 -0.227 0.132 -0.422
O -4.493 2.945 -1.584 -0.063 0.036 0.000
O 2.380 -2.597 3.593 -0.110 0.182 -0.441
O 1.577 -0.426 1.275 -0.110 -0.464 0.185
O -3.646 1.104 -2.324 -0.004 -0.046 -0.041
O 2.617 0.651 -2.800 0.001 0.108 0.059
O 2.406 -0.360 3.362 -0.407 0.347 0.309
O 1.301 -1.043 -3.500 -0.127 -0.062 0.022
O 2.943 -0.161 -4.770 0.041 0.013 -0.043
O -2.259 2.656 -1.452 0.130 0.050 0.037
O -1.180 -2.079 1.190 -0.138 0.220 -0.038
O -0.453 -3.599 2.666 0.057 0.014 0.031
N 4.390 -1.513 3.154 -0.213 -0.607 0.343
C -1.492 -1.683 3.613 -0.050 -0.163 0.324
C -3.358 2.273 -1.758 -0.080 -0.040 0.005
C -2.501 0.284 -2.570 0.125 -0.225 -0.080
C -0.613 -0.460 4.094 -0.524 0.179 0.187
C -4.328 4.228 -0.976 -0.084 0.107 0.042
C 3.016 -1.613 3.394 0.422 -0.343 -0.057
C 0.105 0.339 2.974 0.172 0.832 0.264
C 2.598 -1.092 -5.799 0.045 -0.032 -0.129
C 2.198 -0.259 -3.671 0.069 0.035 -0.040
C 1.437 -0.217 2.441 -0.097 -0.045 -0.415
C 1.894 0.652 -1.564 -0.058 0.097 0.092
C -0.946 -2.546 2.431 0.140 -0.342 0.195
H -3.701 4.868 -1.594 0.062 -0.020 0.014
H -1.991 0.049 -1.638 0.040 0.064 0.011
H 2.725 -2.114 -5.450 -0.056 -0.012 0.035
H 4.678 -2.460 2.928 0.177 -0.024 0.039
H -2.865 -0.633 -3.021 -0.133 0.036 0.006
H -0.458 -1.524 0.863 0.030 0.021 -0.098
H 3.280 -0.895 -6.620 0.034 0.049 0.027
H 4.863 -1.284 4.025 0.144 0.527 -0.186
H -5.324 4.652 -0.900 -0.034 -0.050 -0.026
H 2.334 1.426 -0.943 0.098 0.043 -0.105
H 0.842 0.880 -1.733 -0.010 -0.045 -0.025
H 1.572 -0.939 -6.127 -0.035 -0.031 0.045
H -3.892 4.130 0.015 0.064 -0.009 -0.012
H 1.994 -0.305 -1.067 -0.031 -0.113 -0.043
H -1.814 0.775 -3.256 0.042 0.055 0.056

---

[5]
43
Properties=species:S:1:pos:R:3:forces:R:3 method="wB97M-V/def2-TZVPD" total_charge=+1 gap_ev=11.039 de_lowest_kj_mol=0.0 max_force_ev_per_a=1.1
K -1.269 1.931 -0.226 0.584 -0.286 0.083
F -1.477 -1.798 -1.676 0.024 -0.054 0.091
F 1.575 -0.529 -5.284 -0.004 -0.015 0.201
F 3.747 3.083 0.062 -0.003 0.022 0.151
F -1.636 -3.733 -0.700 0.099 0.192 -0.069
F 4.462 3.061 2.112 0.142 0.041 -0.008
F 0.246 -2.653 -0.657 -0.250 0.052 -0.033
F 2.691 0.129 -3.550 0.174 0.126 0.050
F 1.329 -1.541 -3.376 0.028 -0.040 -0.099
F 2.937 4.472 1.516 -0.010 0.263 -0.016
O 0.145 0.757 -2.363 -0.203 0.215 0.160
O -0.223 1.115 -4.555 0.049 0.023 -0.375
O 2.646 1.297 2.477 0.379 -0.347 0.019
O 1.182 2.385 1.177 -0.449 -0.167 -0.288
O -2.374 -2.424 1.370 -0.046 -0.379 -0.472
O -0.999 -0.704 0.933 -0.168 0.218 -0.157
C -2.618 1.140 -4.094 0.333 -0.449 0.379
C 2.385 -0.792 3.605 -0.019 -0.492 -0.175
C 0.386 0.585 -3.532 0.180 -0.137 0.188
C -1.486 -1.780 0.673 0.096 0.238 0.125
C -1.918 -2.175 3.744 0.092 0.127 0.008
C 3.397 3.239 1.348 0.053 -0.120 -0.066
C 1.529 -0.359 -3.967 -0.121 -0.188 -0.056
C -2.850 -1.853 2.595 -0.212 0.263 1.049
C -1.348 1.952 -4.296 -0.979 0.482 0.185
C -1.083 -2.530 -0.619 0.115 -0.211 0.050
C 1.739 0.176 2.663 -0.577 0.429 0.006
C 2.273 2.239 1.670 -0.242 0.201 -0.055
H -2.275 -1.701 4.659 -0.125 0.012 -0.050
H 0.796 0.578 3.046 0.108 -0.034 0.124
H -1.157 2.596 -3.436 0.209 -0.107 0.025
H 1.500 -0.233 1.681 0.270 -0.111 -0.007
H -1.877 -3.247 3.926 0.155 -0.023 -0.075
H 2.455 -0.409 4.619 0.032 0.092 0.005
H -2.977 -0.774 2.511 0.066 -0.031 -0.323
H 3.374 -1.084 3.252 0.032 0.107 0.026
H -3.455 1.801 -3.875 -0.045 0.012 -0.223
H -3.823 -2.304 2.767 -0.024 -0.039 -0.208
H -0.924 -1.769 3.549 0.050 -0.171 0.007
H -2.826 0.511 -4.958 -0.127 0.228 -0.141
H 1.784 -1.705 3.617 -0.011 0.056 0.116
H -1.465 2.610 -5.153 0.264 -0.152 -0.149
H -2.519 0.444 -3.253 0.081 0.153 0.002

---

[6]
55
Properties=species:S:1:pos:R:3:forces:R:3 method="wB97M-V/def2-TZVPD" total_charge=-2 gap_ev=5.207 de_lowest_kj_mol=175.8 max_force_ev_per_a=7.4
Na 0.644 0.531 0.800 0.868 -0.205 1.055
F -3.991 2.337 2.527 -0.092 -0.126 -0.870
F -0.713 -2.446 -3.417 -0.712 0.275 0.022
F -1.859 3.456 -3.822 -0.671 1.556 -1.929
F -3.215 2.945 0.593 0.063 -0.116 -0.070
F -4.900 1.559 0.664 0.370 0.752 0.363
F -2.517 2.107 -2.347 0.081 -0.626 -0.094
F 1.372 -2.764 -3.622 0.845 -1.198 -0.477
F 0.746 -0.814 -3.244 -0.741 0.918 -0.090
F -1.013 1.492 -3.813 0.056 -0.828 -0.555
O -3.474 -0.533 1.051 -0.335 4.384 0.948
O 1.226 -2.954 3.746 4.831 -3.708 4.147
O 3.174 -0.291 0.779 -0.045 0.851 -2.450
O 1.383 1.377 3.234 -0.463 -1.549 0.993
O 3.594 -1.219 2.597 -0.605 -1.192 1.643
O 1.762 2.783 1.749 0.179 1.254 -2.399
O 5.275 -0.709 1.433 -0.521 0.494 -1.680
O 0.543 -1.437 2.569 -1.225 0.909 -1.633
O -0.662 -3.168 2.933 -4.355 -2.561 -1.175
O -1.569 0.771 1.475 -4.462 0.070 -0.574
O 3.104 2.660 3.443 0.180 0.023 -0.199
O 0.180 4.123 -2.454 -1.546 0.006 -1.333
O -0.002 2.236 -1.163 -1.110 2.226 -2.424
O 0.039 -1.475 -0.651 1.202 -1.687 -2.133
O 1.274 -3.363 -1.128 -1.408 1.289 -2.204
N 0.364 -2.572 3.075 0.091 5.080 -1.747
N 2.120 2.248 2.807 -0.200 0.567 1.172
N 4.012 -0.746 1.569 1.172 -0.193 1.920
C -3.738 1.930 1.254 -0.321 -1.637 0.895
C 0.476 -2.077 -2.951 0.935 0.252 0.306
C -0.352 2.976 -2.098 1.440 -2.869 2.247
C 0.325 5.352 -0.385 -0.065 1.118 1.282
C 2.634 -4.841 0.042 -0.512 -0.141 0.615
C -1.451 2.482 -3.081 0.448 0.405 2.628
C 0.576 -2.263 -1.434 -0.515 0.369 3.342
C 1.417 -3.924 0.151 1.383 -0.653 1.967
C -2.826 -1.747 0.776 1.931 -0.438 -0.350
C -3.025 -2.090 -0.697 -0.537 -1.212 -0.251
C -2.796 0.671 1.313 3.512 -2.369 -0.733
C 1.043 4.729 -1.523 1.510 -0.352 0.262
H -3.108 -1.244 -1.380 0.200 0.295 0.394
H 1.681 -3.194 0.917 -0.246 0.581 -0.235
H -0.166 4.759 0.387 0.666 -0.519 -0.117
H -2.214 -2.716 -1.069 0.246 0.175 0.210
H 2.469 -5.770 -0.504 -0.081 0.265 -0.638
H 1.798 3.959 -1.357 -0.107 0.021 1.277
H -3.896 -2.716 -0.892 -0.432 0.142 0.199
H -3.149 -2.444 1.549 -0.311 -0.285 -0.500
H 0.551 -4.460 0.539 -0.416 0.195 -0.566
H -0.426 6.101 -0.638 -0.202 -0.150 -0.962
H 1.651 5.515 -1.970 -0.594 0.042 -0.900
H 1.082 6.015 0.032 0.102 -0.339 0.820
H -1.749 -1.696 0.932 0.057 0.435 0.366
H 3.453 -4.234 -0.343 0.171 -0.387 0.040
H 2.847 -5.210 1.046 0.294 0.394 0.172